{"formula": "H21O11", "method": "ωB97M-V/def2-TZVPD", "total_charge": -1, "energy_ev": -22865.7220, "gap_ha": 0.360, "symbols": ["O", "H", "O", "H", "H", "O", "H", "H", "O", "H", "H", "O", "H", "H", "O", "H", "H", "O", "H", "H", "O", "H", "H", "O", "H", "H", "O", "H", "H", "O", "H", "H"], "coordinates": [[0.506, -0.021, -0.457], [-0.158, -0.167, 0.310], [-2.006, -1.252, 2.005], [-2.628, -1.178, 2.761], [-1.998, -2.166, 1.760], [-2.755, 0.839, 0.531], [-3.015, 0.787, -0.386], [-2.543, -0.046, 0.825], [1.559, -2.427, 0.145], [1.263, -1.645, -0.399], [2.259, -2.093, 0.693], [-0.800, 1.547, -2.052], [-0.229, 1.054, -1.423], [-1.116, 2.251, -1.540], [0.741, 2.267, 0.800], [0.814, 1.389, 0.334], [1.274, 2.898, 0.321], [-1.382, 2.132, 2.483], [-1.771, 1.777, 1.710], [-0.441, 2.141, 2.244], [1.123, -1.070, -3.074], [0.902, -0.686, -2.182], [0.850, -0.401, -3.675], [1.539, -0.299, 2.098], [1.287, -0.134, 1.171], [1.413, -1.237, 2.298], [-1.217, -1.903, -1.503], [-1.088, -1.486, -2.351], [-0.855, -1.253, -0.910], [3.045, 0.357, -1.107], [3.326, -0.075, -0.306], [2.102, 0.097, -1.125]], "lowdin_charge": [-0.443, 0.063, -0.030, 0.086, 0.049, -0.053, 0.047, -0.018, -0.083, -0.002, -0.002, -0.075, -0.037, -0.012, -0.080, -0.013, 0.047, -0.086, -0.065, -0.004, -0.057, -0.005, 0.019, -0.076, -0.036, 0.031, -0.059, 0.014, -0.040, -0.067, 0.015, -0.028]}

{"formula": "H22NO13S", "method": "ωB97M-V/def2-TZVPD", "total_charge": -1, "energy_ev": -39299.7471, "gap_ha": 0.165, "symbols": ["N", "H", "H", "H", "H", "S", "O", "O", "O", "O", "O", "H", "H", "O", "H", "H", "O", "H", "H", "O", "H", "H", "O", "H", "H", "O", "H", "H", "O", "H", "H", "O", "H", "H", "O", "H", "H"], "coordinates": [[0.196, 0.152, -0.088], [-0.464, 0.776, -0.493], [-0.240, -0.675, 0.542], [0.816, 0.750, 0.427], [0.677, -0.226, -0.794], [0.592, -3.419, 1.788], [-0.162, -2.273, 2.372], [-0.236, -4.610, 1.787], [1.020, -3.094, 0.528], [1.718, -3.631, 2.726], [-1.821, 2.763, 1.076], [-1.923, 3.422, 1.767], [-2.193, 1.819, 1.186], [-0.361, 1.178, -2.800], [-1.155, 1.629, -2.681], [-0.485, 0.655, -3.602], [0.451, -0.191, 3.470], [0.229, -0.274, 4.357], [0.011, -1.004, 3.053], [-2.159, 2.914, -1.712], [-3.190, 2.755, -1.769], [-1.822, 2.807, -0.886], [-0.079, -2.644, -1.860], [0.356, -2.855, -1.068], [-0.927, -2.360, -1.493], [2.135, 2.481, -0.893], [1.909, 2.912, -0.119], [1.633, 3.003, -1.578], [-2.751, 0.157, 1.153], [-3.300, 0.674, 0.587], [-3.197, 0.265, 1.996], [2.102, -0.189, -2.969], [1.479, 0.514, -2.976], [2.959, 0.133, -3.294], [2.888, -1.212, 0.408], [2.315, -1.915, 0.451], [2.997, -1.205, 1.393]], "lowdin_charge": [0.338, 0.070, 0.188, 0.111, 0.020, 0.147, -0.423, -0.391, -0.364, -0.412, -0.091, 0.052, 0.028, -0.033, -0.036, 0.076, -0.128, -0.040, -0.057, -0.054, 0.135, -0.077, -0.053, -0.060, 0.028, -0.027, -0.010, 0.072, -0.001, 0.029, 0.078, -0.040, -0.048, 0.053, -0.059, -0.088, 0.068]}

{"formula": "H22O11", "method": "ωB97M-V/def2-TZVPD", "total_charge": -1, "energy_ev": -22879.0240, "gap_ha": [0.100, 0.380], "multiplicity": 2, "symbols": ["O", "H", "H", "O", "H", "H", "O", "H", "H", "O", "H", "H", "O", "H", "H", "O", "H", "H", "O", "H", "H", "O", "H", "H", "O", "H", "H", "O", "H", "H", "O", "H", "H"], "coordinates": [[-3.213, -0.615, -0.108], [-2.522, -1.288, -0.193], [-2.723, 0.187, 0.101], [0.051, -3.786, 1.921], [0.191, -3.384, 1.055], [-0.168, -3.078, 2.538], [-0.247, 0.881, -1.387], [0.340, 1.523, -1.810], [-0.399, 0.200, -2.057], [-4.609, 0.639, 2.167], [-4.933, -0.249, 1.994], [-3.725, 0.706, 1.802], [2.233, 4.031, -1.933], [2.989, 3.703, -1.429], [2.008, 4.950, -1.757], [2.507, -2.631, 0.175], [2.988, -3.412, -0.159], [3.001, -2.748, 1.009], [2.249, 0.761, 0.455], [1.711, 0.527, 1.231], [2.031, 0.193, -0.296], [-1.730, -5.027, -1.542], [-1.111, -4.860, -0.808], [-1.277, -4.713, -2.345], [4.053, 1.891, -2.396], [3.737, 2.273, -3.226], [3.482, 1.097, -2.386], [-1.808, 2.325, 0.584], [-1.123, 2.534, -0.061], [-2.643, 2.116, 0.139], [-0.431, 1.378, 2.870], [-0.891, 1.991, 2.278], [-0.020, 1.882, 3.575]], "lowdin_spin": [0.051, 0.027, 0.013, 0.044, 0.026, 0.011, 0.146, 0.029, 0.073, 0.015, 0.003, 0.005, 0.033, 0.008, 0.006, 0.083, 0.022, 0.018, 0.048, 0.012, 0.026, 0.058, 0.016, 0.024, 0.054, 0.013, 0.036, 0.038, 0.018, 0.012, 0.023, 0.006, 0.003]}

{"formula": "H22O11", "method": "ωB97M-V/def2-TZVPD", "energy_ev": -22878.8167, "gap_ha": 0.405, "smiles": "O.O.O.O.O.O.O.O.O.O.O", "symbols": ["O", "H", "H", "O", "H", "H", "O", "H", "H", "O", "H", "H", "O", "H", "H", "O", "H", "H", "O", "H", "H", "O", "H", "H", "O", "H", "H", "O", "H", "H", "O", "H", "H"], "coordinates": [[-4.500, -1.989, -4.191], [-4.544, -2.658, -4.873], [-3.578, -1.970, -3.932], [2.919, 0.655, 5.934], [3.809, 0.613, 5.582], [2.394, 1.012, 5.218], [-0.412, 0.995, 0.078], [-0.418, 0.039, 0.025], [0.343, 1.199, 0.629], [2.595, -1.748, -3.353], [1.888, -2.116, -3.882], [3.395, -1.991, -3.820], [2.475, -2.872, 0.979], [3.413, -2.992, 1.129], [2.398, -2.746, 0.033], [-1.311, -4.644, -2.183], [-1.785, -5.161, -1.532], [-1.289, -5.200, -2.962], [-0.072, 2.015, -4.885], [0.755, 1.570, -5.072], [-0.127, 2.028, -3.930], [-0.766, -3.116, 4.075], [-0.186, -2.899, 3.345], [-1.611, -3.299, 3.663], [3.363, 2.508, 2.044], [3.800, 2.241, 1.236], [4.051, 2.924, 2.563], [-4.373, 3.575, 1.940], [-3.981, 2.956, 1.324], [-4.978, 3.046, 2.460], [-1.185, 6.370, 0.928], [-1.952, 5.798, 0.973], [-0.530, 5.855, 0.456]], "lowdin_charge": [-0.053, 0.026, 0.025, -0.052, 0.024, 0.025, -0.052, 0.026, 0.025, -0.054, 0.029, 0.029, -0.053, 0.030, 0.022, -0.055, 0.030, 0.026, -0.052, 0.024, 0.027, -0.052, 0.022, 0.026, -0.054, 0.028, 0.030, -0.054, 0.027, 0.029, -0.052, 0.023, 0.026]}

{"formula": "H22O11", "method": "ωB97M-V/def2-TZVPD", "energy_ev": -22874.2657, "gap_ha": 0.288, "smiles": "O.O.O.O.O.O.O.O.O.O.O", "symbols": ["H", "H", "H", "H", "H", "H", "H", "H", "H", "H", "H", "H", "H", "H", "H", "H", "H", "H", "H", "H", "H", "H", "O", "O", "O", "O", "O", "O", "O", "O", "O", "O", "O"], "coordinates": [[-0.758, -0.940, 0.574], [-1.242, 0.399, 0.673], [-6.026, 1.459, -1.649], [-4.666, 0.845, -1.259], [1.885, -1.970, -1.519], [2.865, -3.182, -1.232], [-2.552, 1.326, 3.037], [-1.775, 2.643, 3.658], [2.608, -1.877, 1.366], [3.645, -2.901, 0.757], [-2.661, -1.756, 1.627], [-3.586, -2.572, 2.608], [1.280, -3.472, 2.843], [1.109, -3.859, 1.264], [2.470, 4.357, 0.880], [1.172, 3.672, 1.162], [0.692, 1.149, -4.408], [0.926, 2.079, -3.158], [3.083, 0.385, 1.253], [2.146, 1.474, 0.735], [-1.130, 1.501, -3.889], [-1.875, 0.455, -4.489], [-0.769, -0.204, 0.065], [-5.149, 1.508, -1.799], [2.847, -2.257, -1.480], [-2.154, 2.166, 2.824], [3.085, -2.735, 1.472], [-3.443, -1.730, 2.152], [1.747, -3.766, 2.059], [2.101, 3.552, 1.359], [0.929, 1.160, -3.525], [3.145, 1.206, 0.752], [-2.040, 1.197, -3.983]], "lowdin_charge": [-0.051, 0.049, -0.040, 0.058, 0.075, 0.020, 0.008, 0.099, 0.071, 0.006, -0.008, 0.049, 0.038, 0.097, 0.085, 0.027, -0.013, 0.082, 0.001, 0.065, -0.005, -0.013, -0.003, -0.019, -0.073, -0.099, -0.103, -0.041, -0.130, -0.080, -0.030, -0.105, -0.020]}

{"formula": "H22O11", "method": "ωB97M-V/def2-TZVPD", "energy_ev": -22852.3164, "gap_ha": 0.271, "symbols": ["O", "H", "H", "O", "H", "H", "O", "H", "H", "O", "H", "H", "O", "H", "H", "O", "H", "H", "O", "H", "H", "O", "H", "H", "O", "H", "H", "O", "H", "H", "O", "H", "H"], "coordinates": [[1.856, -0.991, 0.097], [1.757, -1.646, -0.595], [1.835, -1.495, 0.910], [-1.162, -2.359, -0.680], [-0.744, -1.627, -0.226], [-1.557, -1.963, -1.458], [-0.369, 0.948, 1.651], [0.087, 1.134, 2.472], [0.107, 1.452, 0.992], [0.605, -1.762, -2.160], [0.992, -0.900, -2.007], [-0.332, -1.590, -2.257], [2.123, 0.958, -0.373], [1.799, 0.060, -0.302], [2.800, 0.916, -1.049], [0.652, 1.874, 0.303], [0.415, 2.422, -0.445], [1.232, 1.206, -0.063], [0.717, -0.022, -1.590], [1.659, 0.022, -1.756], [0.399, 0.862, -1.774], [-0.586, -0.584, 0.030], [-0.552, 0.112, 0.686], [0.111, -0.366, -0.588], [-2.866, 0.079, -0.602], [-2.203, 0.396, -1.214], [-2.381, -0.469, 0.015], [-0.543, -0.817, 2.694], [-0.452, 0.037, 2.270], [0.285, -1.262, 2.516], [-2.097, 1.754, 1.169], [-1.297, 1.295, 1.423], [-2.292, 2.326, 1.911]], "lowdin_charge": [0.146, 0.120, 0.157, -0.062, -0.246, 0.018, 0.110, 0.207, -0.264, -0.034, -0.247, 0.053, 0.105, -0.158, 0.158, 0.230, 0.158, -0.262, 0.046, 0.162, 0.189, 0.018, -0.020, -0.086, -0.048, 0.017, 0.023, -0.002, -0.226, 0.022, -0.019, -0.305, 0.043]}

{"formula": "H22O11", "method": "ωB97M-V/def2-TZVPD", "energy_ev": -22879.8983, "gap_ha": 0.322, "smiles": "O.O.O.O.O.O.O.O.O.O.O", "symbols": ["O", "H", "H", "O", "H", "H", "O", "H", "H", "O", "H", "H", "O", "H", "H", "O", "H", "H", "O", "H", "H", "O", "H", "H", "O", "H", "H", "O", "H", "H", "O", "H", "H"], "coordinates": [[-13.054, 3.244, -7.932], [-12.888, 3.144, -8.881], [-13.260, 2.350, -7.628], [-12.826, 0.075, -7.496], [-13.576, -0.354, -7.059], [-12.910, -0.177, -8.427], [-14.476, 1.610, -11.066], [-15.355, 1.998, -10.986], [-14.519, 0.780, -10.570], [-10.287, -0.364, -6.186], [-10.284, 0.114, -5.349], [-11.227, -0.540, -6.379], [-14.899, -1.710, -5.997], [-15.801, -1.762, -5.656], [-14.423, -2.428, -5.559], [-11.450, -1.313, -10.748], [-12.305, -1.562, -10.382], [-11.348, -1.872, -11.528], [-13.737, -0.026, -3.332], [-12.967, -0.496, -2.991], [-14.026, -0.543, -4.098], [-9.541, 1.546, -8.058], [-9.816, 0.718, -7.598], [-8.582, 1.493, -8.130], [-14.485, -1.095, -9.701], [-14.211, -2.019, -9.743], [-15.323, -1.115, -9.221], [-11.319, 1.828, -10.278], [-10.749, 1.596, -9.518], [-11.469, 0.995, -10.744], [-14.634, 1.780, -5.622], [-15.349, 2.055, -5.038], [-14.166, 1.098, -5.126]], "lowdin_charge": [-0.077, 0.011, -0.021, -0.045, 0.007, 0.026, -0.054, 0.037, -0.013, -0.062, 0.058, 0.019, -0.041, 0.065, 0.061, -0.030, 0.002, 0.054, -0.048, 0.051, 0.001, -0.067, 0.014, 0.048, -0.040, 0.060, 0.072, -0.076, -0.006, -0.001, -0.042, 0.046, -0.009]}